{
  "formula": "C44H56BN4O2P2SSi2Ti",
  "method": "wB97M-V/def2-TZVPD",
  "symbols": ["C", "H", "C", "Ti", "C", "H", "C", "C", "H", "H", "C", "H", "C", "H", "H", "H", "H", "C", "H", "C", "H", "O", "C", "H", "H", "C", "C", "H", "C", "H", "H", "H", "H", "C", "C", "C", "H", "C", "H", "H", "C", "H", "P", "H", "C", "C", "H", "C", "H", "H", "S", "C", "H", "C", "N", "H", "H", "C", "C", "H", "H", "Si", "H", "H", "Si", "C", "H", "H", "C", "C", "H", "B", "P", "H", "H", "C", "N", "H", "H", "H", "C", "H", "H", "N", "H", "C", "H", "C", "H", "C", "C", "H", "C", "O", "C", "C", "H", "H", "H", "C", "H", "C", "N", "C", "C", "C", "H", "C", "H", "H", "H", "C", "H"],
  "coordinates": [[9.14786, -0.97775, 19.79448], [7.70788, 1.43139, 19.28621], [4.59736, -0.04248, 23.78795], [5.42670, -2.83333, 20.04681], [10.43914, -4.65614, 16.22944], [6.53904, -5.35540, 26.47998], [8.11625, -6.09716, 20.01261], [1.61845, -3.62014, 15.88570], [10.45068, -8.38293, 17.98123], [4.69987, 2.95396, 22.95082], [4.28457, 0.18777, 17.92843], [6.52704, -3.06900, 25.18301], [7.10852, -6.43204, 24.74773], [6.39235, 1.14931, 24.10472], [9.59901, -6.35917, 21.64742], [11.37468, 1.28162, 18.64757], [2.65830, 1.93645, 24.02608], [7.05440, -5.23030, 22.62054], [1.90898, 0.46683, 23.32118], [10.91676, -4.44570, 17.54691], [3.73063, -0.08774, 18.83295], [4.00577, -0.02472, 21.51124], [3.09867, -3.15939, 17.68358], [4.98380, 1.66073, 25.06613], [2.48720, -4.20648, 14.04978], [11.11896, 0.73406, 20.73745], [8.55534, -7.34710, 18.00023], [11.90511, 1.40183, 21.06144], [8.43402, -3.34704, 16.69019], [10.57794, 0.10613, 22.70332], [0.54551, -3.62908, 15.48930], [3.17791, -1.67492, 24.03802], [7.16255, -7.36695, 25.20191], [10.08136, -7.49043, 19.88528], [2.98724, -6.23918, 19.28905], [5.49638, 0.77228, 24.67261], [8.87357, -4.33507, 14.83867], [3.45109, -5.93078, 22.28426], [9.66208, -0.26292, 17.87992], [7.26779, -7.32627, 22.75161], [10.39483, -0.01781, 21.63675], [4.80345, -4.01735, 14.93221], [7.98332, -2.28310, 19.26313], [6.72769, -3.17091, 22.77827], [8.90791, -3.13687, 17.98732], [1.82550, -3.26302, 17.20838], [11.02787, -5.18630, 15.50084], [7.48996, -3.27984, 20.51168], [6.74778, -6.07765, 18.40705], [5.14398, -3.15872, 17.16987], [0.74802, -2.92699, 18.53053], [9.86913, -0.16953, 18.90274], [7.97756, 0.25734, 16.59720], [5.01809, -7.84832, 20.85576], [6.55398, -1.65335, 18.71657], [5.79004, -8.10680, 20.15255], [1.03946, -2.09645, 21.19166], [3.93920, -3.75790, 15.52513], [2.13586, -2.76499, 19.61990], [10.36791, -3.35468, 19.40599], [2.28870, -5.44672, 19.40584], [6.08310, -0.06258, 18.12834], [3.01451, -0.54195, 25.39679], [4.02205, 1.26593, 17.82812], [4.29305, -6.16946, 20.65813], [3.93365, 0.82917, 22.75027], [3.07470, -4.85111, 22.43065], [7.44726, -2.97596, 16.42751], [6.82686, -4.04704, 23.31616], [9.23390, -4.11504, 15.84806], [4.16060, -6.13831, 23.05034], [4.99595, -1.03636, 21.70520], [7.08307, -4.85412, 20.78446], [4.52841, -1.55105, 25.13670], [8.75991, -1.53440, 21.78556], [9.29766, -6.63194, 20.62192], [1.91008, -2.49004, 20.90580], [4.48151, 2.22882, 21.30035], [2.61596, -6.59134, 22.44947], [5.36287, -8.08589, 21.84844], [4.15502, -3.37259, 16.82181], [2.77148, -2.08205, 21.34707], [2.41952, -7.18789, 19.27520], [3.33029, -2.84760, 19.02823], [8.28229, -7.48947, 16.95627], [6.78866, -5.26094, 25.41999], [4.23098, -8.57128, 20.63848], [9.39461, -0.86453, 21.16759], [11.81313, -4.84154, 17.95700], [4.80964, 2.03050, 22.31695], [10.86675, 0.67231, 19.39829], [5.84508, 1.69838, 22.29558], [7.22274, -6.40955, 23.31881], [5.43000, -0.97288, 23.05308], [2.65203, -3.88519, 15.02355], [6.64564, -4.05268, 24.70517], [6.17870, 2.24533, 19.03935], [6.56054, 1.13925, 15.93016], [6.42607, 0.99131, 20.29659], [2.56171, 1.32922, 23.12718], [3.97283, -0.37938, 17.10106], [7.71919, -6.52827, 18.77194], [5.48432, -4.88914, 20.38400], [6.67596, 1.28054, 19.28205], [10.08994, -3.67990, 18.42306], [3.72768, -0.95720, 24.65944], [10.99898, -7.93486, 20.26436], [9.72479, -7.85214, 18.55900], [2.15154, 1.92369, 22.31625], [6.61456, -0.61715, 15.78457], [5.84593, 0.09410, 25.47873], [6.88590, 0.24062, 16.46239], [3.34704, -6.02946, 18.25706]],
  "forces_ev_per_angstrom": [[0.392, 0.189, 0.298], [1.811, 0.281, -0.200], [0.272, -0.248, 0.438], [0.342, 0.809, 0.069], [0.945, 0.322, 1.590], [0.361, 0.400, -0.214], [0.648, -0.964, 1.052], [-3.177, 0.271, -0.902], [0.070, -0.501, -0.343], [0.116, -0.946, -0.509], [-0.593, 1.047, 1.574], [-0.276, -0.692, 0.030], [-0.406, 1.575, -2.730], [-0.871, -0.530, 0.673], [-0.298, -0.009, -0.652], [0.174, -0.059, 0.516], [-0.129, 0.015, 0.038], [0.640, 0.884, -0.671], [-0.076, 0.362, 0.047], [-2.278, 1.039, 0.180], [0.045, -0.330, -0.120], [-0.252, -0.445, 1.155], [2.054, 0.125, 0.335], [0.058, -0.354, 0.211], [-0.390, -0.395, -1.575], [0.668, 0.543, 0.430], [-0.148, 0.123, 0.024], [0.015, -0.003, 0.271], [0.470, -0.470, 0.711], [-0.033, -0.213, -0.212], [1.608, -0.178, 0.631], [-0.025, 0.184, -0.030], [0.129, -1.300, 1.024], [-0.087, -0.698, -0.996], [0.712, -0.316, -0.926], [1.393, 0.223, 0.369], [0.133, 0.177, 0.240], [-1.059, 2.303, -0.063], [-0.029, 0.066, -1.408], [0.469, -0.294, 0.141], [-0.613, -0.117, 0.514], [0.023, 0.169, -0.289], [-1.409, 0.445, 0.341], [-0.086, 1.848, -0.818], [-0.865, 0.234, -0.764], [-0.377, -0.058, 0.104], [0.119, -0.261, -0.019], [0.606, 0.445, -0.160], [1.239, -0.791, 0.005], [0.537, -0.205, 0.235], [-0.071, -0.153, 0.354], [0.084, -0.567, 1.910], [-0.268, 0.015, -0.282], [-0.039, -0.815, -0.512], [-0.124, 0.169, -0.210], [0.573, 0.002, -0.319], [-0.378, 0.101, 0.024], [0.513, -0.295, -0.178], [0.214, 0.466, -1.597], [0.637, -0.506, 0.530], [-0.905, 0.703, 0.495], [1.398, 0.244, 0.254], [0.664, 0.190, -0.365], [0.451, -0.643, -0.388], [0.116, 0.700, -0.353], [0.973, 0.492, -1.661], [0.514, -1.515, -0.173], [0.238, 0.032, -0.234], [-0.244, -1.707, 2.301], [-1.156, 0.100, -0.979], [0.709, -0.007, 0.802], [-0.998, -0.050, 0.553], [-0.733, -0.130, 1.442], [-0.801, 0.041, 0.304], [0.701, 0.642, -0.006], [-0.610, 0.643, -0.054], [2.163, 0.337, 0.800], [0.125, 0.370, -0.052], [-0.447, -0.319, -0.096], [0.210, 0.122, 0.421], [0.361, 0.155, -0.222], [-1.120, -0.314, -0.195], [0.334, 0.364, 0.093], [-1.964, -0.281, 0.852], [0.171, -0.343, 0.207], [-0.359, 0.015, -0.043], [-0.279, -0.034, 0.065], [-0.541, -0.734, -0.088], [0.740, -0.356, -0.140], [-0.467, 0.185, 0.577], [-0.888, -0.184, -2.022], [0.038, 0.326, -0.183], [-0.559, -0.011, 0.947], [-0.219, 0.202, -1.131], [0.479, 0.321, 1.814], [0.707, -0.006, -0.366], [0.224, -0.527, 0.198], [0.085, 0.069, 0.274], [-0.248, 0.070, 0.238], [-0.118, -1.068, -0.405], [-0.906, -0.644, -1.187], [-0.629, 0.730, -0.831], [-0.572, -0.846, -0.370], [-1.662, 0.225, -0.018], [1.392, -0.552, -1.447], [0.158, -0.708, -0.123], [-0.167, 0.267, 0.235], [-0.372, 1.298, 0.774], [-0.121, 0.121, -0.004], [0.415, 0.638, 0.505], [-0.052, 0.761, -0.224], [-0.149, -1.010, -0.708], [0.207, -0.487, 0.549]],
  "lowdin_charge": [-0.283, -0.008, -0.533, 0.794, -0.088, 0.101, -0.298, -0.086, 0.092, 0.110, -0.158, 0.101, -0.070, 0.104, 0.115, 0.110, 0.095, -0.259, 0.086, -0.032, 0.024, -0.026, -0.369, 0.097, 0.086, -0.105, -0.077, 0.104, -0.058, 0.106, 0.136, 0.088, 0.076, -0.087, -0.155, -0.017, 0.105, -0.170, 0.078, 0.089, -0.074, 0.106, 0.692, 0.031, -0.310, -0.483, 0.097, -0.487, 0.121, 0.074, 1.096, -0.079, 0.011, -0.168, -0.327, 0.018, 0.100, -0.068, -0.655, 0.104, -0.019, 0.320, 0.099, 0.061, 0.353, -0.463, 0.053, 0.085, -0.093, -0.102, 0.005, -0.471, 0.679, 0.082, 0.102, -0.065, 0.133, 0.088, 0.027, 0.018, -0.037, 0.085, 0.043, 0.037, 0.106, -0.087, 0.037, -0.065, 0.090, -0.023, -0.084, 0.072, -0.086, 0.008, -0.081, -0.050, 0.056, 0.030, 0.005, -0.004, 0.005, -0.111, -0.340, -0.148, -0.080, -0.003, 0.102, -0.077, 0.092, 0.035, 0.097, -0.173, 0.038],
  "relative_energy_kcal_mol": 55.4,
  "s2": 0.75,
  "gap_ha": [0.253, 0.284],
  "lumo_energy_ev": [0.3, 0.3],
  "e_tot_ha": -4614.18367,
  "homo_energy_ev": [-6.549, -7.403],
  "spin_multiplicity": 2
}